No. 1
Computed, not measured: a structure of composition C31H55BrF7I2N5OSSi2, with ωB97M-V with the def2-TZVPD basis set.

Structure (XYZ):
```
105
Properties=species:S:1:pos:R:3:forces:R:3:mulliken_charge:R:1
H -4.691 1.547 -1.937 -0.020 0.033 -0.228 0.276
C -2.664 -4.235 -7.283 0.039 -0.466 0.288 -1.578
H -2.635 2.541 -0.015 0.146 -0.073 0.134 -0.206
N 5.225 4.657 5.107 0.367 -0.232 -0.309 -0.078
H -0.221 -4.875 -5.741 0.037 0.121 -0.065 0.272
H -4.483 -4.425 -2.791 -0.105 0.037 -0.097 0.475
H -4.683 -0.941 0.236 0.159 -0.013 -0.242 0.575
C 0.301 2.205 -1.312 0.181 0.027 -0.111 0.587
H -0.972 -4.745 -2.056 0.062 -0.120 0.049 0.415
H 2.905 4.678 2.046 -0.057 0.044 0.017 0.015
H 7.825 6.479 5.239 -0.023 0.014 -0.033 0.261
C 5.990 5.425 2.299 -0.172 -0.168 -0.318 -1.028
H 5.988 6.471 2.609 0.026 0.010 0.038 0.265
H -4.777 3.276 -1.533 -0.105 0.029 -0.211 0.343
C -2.888 -1.122 -2.117 0.021 -0.411 -0.104 -1.472
C -3.320 -5.288 -5.145 0.522 -0.080 -0.288 -0.468
H -0.898 -6.417 -5.242 0.068 -0.133 0.032 0.336
C -0.976 -5.627 -5.980 0.093 0.201 0.211 -1.619
C -1.066 -3.891 -2.724 -0.200 0.279 -0.048 -0.990
H 2.462 4.231 3.709 0.001 0.014 0.054 0.128
F 4.014 2.505 -0.855 0.341 0.038 0.127 -0.217
H -3.845 -6.640 -3.572 -0.026 -0.103 0.020 0.437
H -1.982 -0.077 3.010 0.009 -0.010 -0.043 0.397
H -3.423 -3.497 -7.048 -0.111 0.146 -0.159 0.416
H 7.025 5.076 2.274 0.036 0.031 0.065 0.299
Br 0.517 -0.530 -4.438 -0.175 -0.001 0.027 -0.160
C -2.094 1.199 -1.685 -0.242 0.761 -0.153 -2.314
H 8.025 2.439 6.716 -0.016 -0.020 -0.021 0.350
H -0.707 -6.030 -6.955 0.029 -0.110 -0.087 0.484
C 0.112 -0.366 -1.451 -0.074 0.430 -0.355 0.101
C 7.230 2.592 5.977 0.261 0.066 0.146 -1.054
I -0.754 1.890 1.866 0.291 0.181 -0.088 0.316
H 6.110 5.933 7.845 -0.046 0.002 -0.004 0.255
I -2.407 1.549 -3.802 0.116 -0.163 0.128 0.267
C 1.070 -0.659 -2.593 0.391 -0.163 -0.014 0.129
N -2.762 -0.013 -1.128 0.675 -0.210 -0.060 1.574
C 2.917 2.521 -1.581 -0.144 -0.233 0.443 0.405
N -1.087 0.607 0.281 0.132 0.829 0.091 -1.053
C -2.360 -5.059 -6.052 -0.608 -0.075 0.234 1.160
H 4.578 1.921 3.628 0.026 -0.006 0.046 0.246
H -6.642 -2.791 -0.301 0.029 -0.050 -0.189 0.218
N 0.256 -1.602 2.940 -0.221 -0.062 -0.284 -0.702
C -3.435 -4.725 -2.728 0.070 0.004 -0.009 -1.431
H -2.721 -2.971 -3.776 -0.065 0.068 -0.119 0.525
H 5.590 4.279 8.208 -0.045 0.024 -0.007 0.250
H 6.399 1.932 6.235 -0.030 -0.010 -0.026 0.257
H -0.727 -2.292 1.297 0.148 -0.128 -0.049 0.420
C -2.900 -2.560 -1.648 -0.422 0.227 -0.161 -0.578
Si 6.643 4.401 5.952 -0.673 0.218 -0.053 0.130
H -6.317 -3.698 2.604 -0.039 -0.026 0.136 0.472
C -2.082 -0.978 2.412 0.301 -0.270 0.319 -1.148
F 3.018 1.600 -2.529 0.006 -0.260 -0.278 -0.192
H -2.509 3.316 -1.558 0.150 0.106 -0.020 1.005
C 1.725 2.234 -0.615 -0.008 0.613 0.247 0.759
H -0.478 -3.090 -2.279 0.174 0.083 -0.125 0.159
H 6.156 2.268 2.904 0.018 -0.025 0.071 0.342
C -2.852 2.415 -1.069 -0.082 0.015 -0.447 -0.213
C -2.545 -3.485 -2.832 0.252 -0.402 0.706 0.834
C 5.110 2.578 2.936 -0.120 0.065 -0.370 -0.800
C -6.126 -3.039 1.765 -0.001 0.021 -0.490 -0.430
H -4.342 -5.040 -5.416 -0.035 0.461 0.104 0.377
C -3.147 -5.822 -3.754 -0.189 -0.092 -0.220 -0.819
H -2.209 -2.727 -0.823 0.101 -0.096 0.156 0.134
Si 4.936 4.391 3.494 -0.012 0.212 0.809 0.036
H -6.463 -2.035 2.008 -0.049 0.038 0.300 0.278
H -0.627 -4.137 -3.684 0.047 -0.103 -0.078 -0.259
H 4.694 2.422 1.930 0.020 -0.028 0.016 0.092
F 0.527 2.272 -2.651 -0.145 -0.141 0.062 -0.328
H -1.757 -3.736 -7.614 0.022 0.154 -0.129 0.391
H 8.954 5.390 6.059 -0.004 0.018 -0.024 0.345
F 1.736 3.255 0.259 -0.022 -0.210 -0.040 -0.235
H -7.896 -3.563 0.649 -0.114 -0.157 0.006 0.413
C -4.186 -1.200 1.164 -0.216 0.240 0.003 -1.247
H -3.296 -5.124 -1.720 -0.029 -0.127 0.078 0.485
H -2.149 -6.220 -3.600 0.132 -0.023 0.012 0.327
H -3.892 -2.821 -1.302 -0.202 -0.026 0.342 0.127
F 2.765 3.713 -2.129 -0.093 0.307 -0.230 -0.255
H 0.106 -0.976 3.732 0.069 0.036 0.046 0.257
C -0.633 0.979 -1.137 -0.344 -0.659 0.503 3.156
H -3.767 -0.934 -2.728 -0.178 0.098 0.093 0.544
N -2.799 -0.738 1.160 -0.094 -0.197 -0.247 0.231
H -0.614 -1.170 -1.463 -0.119 -0.048 -0.087 -1.023
F -0.332 3.342 -0.973 0.054 -0.051 0.007 -0.310
H -2.678 -1.667 3.006 -0.219 -0.103 -0.132 0.616
H -2.049 -1.035 -2.808 0.090 0.199 0.002 0.489
C -6.821 -3.514 0.493 0.139 0.310 0.251 -1.032
C -0.752 -1.660 2.186 0.167 0.160 0.176 0.209
C -2.232 -0.097 0.139 -0.526 -0.269 0.020 -0.150
C 3.136 4.847 3.105 -0.125 -0.114 -0.386 -0.697
H 8.495 5.078 4.387 -0.046 0.032 -0.055 0.296
H 5.606 5.376 1.271 0.035 0.022 0.016 0.327
H 7.298 4.723 8.359 -0.040 0.025 0.030 0.271
C 8.119 5.434 5.350 0.200 -0.150 0.190 -1.053
H 2.940 5.897 3.333 0.009 0.001 0.058 0.322
O 2.134 -1.121 -2.369 0.027 0.056 0.039 -0.485
H -4.689 -0.660 1.966 -0.073 0.065 0.079 0.857
H -4.832 2.075 -0.278 -0.097 -0.097 0.049 0.349
S -4.324 -2.972 1.553 0.195 -0.034 -0.019 -0.019
H -3.021 -4.869 -8.093 0.026 0.016 -0.177 0.336
C 6.389 4.880 7.767 0.288 -0.100 0.030 -1.030
H 0.719 -0.546 -0.574 0.143 -0.053 0.065 0.367
H -6.432 -4.480 0.191 -0.098 -0.133 -0.111 0.282
F 1.975 1.100 0.066 -0.074 -0.083 -0.135 -0.289
H 7.627 2.284 5.006 -0.058 -0.019 -0.041 0.298
C -4.376 2.313 -1.238 0.091 -0.050 0.601 -1.405
```
Forces are in eV/Å.

Summary:
- LUMO (eV) = -2.859
- 2S+1 = 1
- charge = 0
- relative energy (zero: lowest compared OMol25 entry of this formula, charge and spin) (eV) = 0.2648
- orbital gap (eV) = 2.1581
- total energy (Eh) = -6408.7502
- max |F| (hartree/bohr) = 0.0174


No. 2
Computed, not measured: a structure of composition C31H55BrI2N6O2Si, with ωB97M-V with the def2-TZVPD basis set.

Structure (XYZ):
```
98
Properties=species:S:1:pos:R:3:forces:R:3:mulliken_charge:R:1
C -10.201 3.811 0.221 -0.043 -0.240 0.022 -0.030
C 6.745 -0.692 5.740 0.038 -0.033 -0.004 -0.951
C -5.887 8.408 -2.118 -0.071 -0.025 0.032 -0.954
C 4.334 0.622 1.236 0.058 -0.056 -0.043 -1.387
H 3.638 0.245 1.986 -0.005 -0.005 0.001 0.341
C -7.374 8.458 -1.785 0.193 0.012 -0.101 -0.410
H 0.267 -6.815 0.466 0.077 -0.111 0.014 0.340
C 1.936 -4.413 0.483 -0.137 0.188 -0.352 -0.292
H 7.996 -5.752 -4.348 -0.025 -0.017 -0.035 0.306
H 7.467 -3.364 -3.743 -0.007 0.020 0.001 0.325
C -10.622 3.253 1.585 0.055 0.057 0.170 -0.447
H 4.905 -2.935 -0.388 0.356 0.145 -0.091 0.326
H -5.445 7.449 -1.846 0.009 0.004 0.001 0.169
H 6.026 -1.080 6.461 -0.015 0.006 0.002 0.345
C -7.658 8.308 -0.286 -0.159 0.154 -0.132 -0.408
C 5.718 0.010 1.427 -0.225 0.090 -0.019 0.142
H 3.765 -3.794 -1.405 0.137 -0.140 -0.236 0.118
C -10.017 4.030 2.748 -0.028 -0.032 -0.012 -1.119
N -11.022 6.261 -0.127 -0.021 0.063 -0.007 -0.510
N 6.227 -0.001 -2.041 -0.029 -0.068 -0.033 -0.496
N -3.747 5.140 -2.360 0.036 0.024 -0.019 -0.507
H 8.069 -2.385 5.878 0.047 -0.015 -0.015 0.303
I -0.074 -1.223 0.676 0.056 -0.250 -0.168 0.089
C 6.464 0.244 -0.945 -0.012 0.044 -0.025 0.232
H 6.772 0.394 5.844 -0.004 0.006 -0.004 0.312
H 3.430 -3.304 1.580 0.054 -0.040 0.149 0.395
C -2.044 -3.249 -0.377 0.067 -0.183 -0.069 0.474
H 9.256 0.330 5.104 -0.022 0.024 -0.062 0.272
C -2.596 -4.456 -1.087 -0.550 0.130 0.049 -1.062
C 8.123 -1.300 5.974 -0.168 0.051 0.025 -0.421
H 6.081 -4.654 -5.513 -0.060 0.052 0.019 0.284
H -3.372 1.924 -2.551 -0.024 0.033 -0.007 0.374
C 8.883 -1.086 3.622 0.052 0.113 -0.048 0.259
H -2.277 -4.477 -2.122 0.191 -0.074 -0.141 0.246
C -7.234 7.007 0.219 -0.031 -0.038 0.015 0.193
C -5.073 3.456 -0.873 0.010 -0.158 0.265 -0.164
H -11.711 3.258 1.660 -0.015 -0.004 -0.047 0.294
H -7.903 7.676 -2.332 -0.050 -0.011 0.034 0.289
H 6.924 -6.311 -3.079 -0.027 -0.036 -0.030 0.295
H 8.450 -1.088 6.993 0.052 0.004 -0.005 0.305
H -10.312 3.586 3.699 0.004 0.004 0.009 0.330
H -10.306 2.210 1.635 0.003 -0.014 -0.053 0.306
H 1.237 -5.866 -2.454 0.223 -0.072 0.104 0.367
H 8.139 -4.249 -2.375 0.010 0.008 0.005 0.356
C 5.924 -5.453 -4.787 0.196 -0.174 0.008 -0.514
C -10.671 5.178 0.016 0.146 0.089 -0.030 0.241
H 4.373 1.709 1.328 -0.023 0.009 -0.011 0.392
H 6.841 1.642 0.553 -0.040 0.028 -0.067 0.360
H -3.679 -4.420 -1.104 -0.128 -0.004 -0.011 0.475
N -6.907 5.969 0.584 0.000 -0.130 0.037 -0.426
I -3.552 -2.023 0.424 0.003 0.001 0.047 0.029
H -7.145 9.088 0.278 0.052 -0.033 0.029 0.314
N 8.635 -1.337 2.530 -0.026 -0.042 -0.028 -0.447
C -4.331 4.399 -1.705 -0.082 0.036 -0.033 0.287
H 5.659 -1.076 1.336 0.091 -0.015 -0.020 0.215
H -4.920 1.089 -2.369 0.000 -0.001 -0.009 0.295
H -8.727 8.414 -0.091 -0.008 -0.076 0.045 0.274
C 9.184 -0.755 5.012 0.020 -0.114 0.216 -0.436
C 7.090 -5.503 -3.793 0.072 0.142 0.119 -0.440
Si 0.700 -4.020 -0.928 0.133 0.054 0.468 0.319
H -6.016 3.221 -1.370 0.001 0.039 -0.069 0.230
O -0.453 -6.318 0.055 -0.091 0.128 0.024 -0.365
H -9.112 3.807 0.133 0.021 0.095 0.006 0.004
C -0.743 -3.003 -0.269 0.031 0.383 0.166 -0.507
H -3.353 2.414 -0.090 -0.009 0.036 0.029 0.287
H 6.373 -0.928 4.741 0.012 0.006 -0.014 0.163
C 6.765 0.558 0.450 0.040 -0.078 0.267 -0.422
H -5.328 3.958 0.061 -0.019 0.087 -0.049 0.238
C 0.309 -5.536 -1.985 -0.233 0.101 -0.140 -0.525
H 1.456 -3.128 -1.833 -0.069 0.015 -0.073 -0.120
H 10.165 -1.162 5.259 0.018 -0.010 -0.059 0.315
H 5.859 -6.387 -5.347 -0.055 -0.003 0.006 0.294
H -4.873 1.562 0.098 -0.021 0.041 0.034 0.337
C -3.996 1.362 -1.854 0.038 0.039 0.037 -0.957
O -0.331 -6.631 -1.336 0.156 -0.161 0.032 -0.269
C 3.051 -3.376 0.563 0.198 0.007 0.030 -0.455
C 4.650 -5.227 -4.113 -0.033 0.180 -0.106 0.292
H -10.594 3.186 -0.583 -0.016 0.045 -0.034 0.304
H -8.927 4.028 2.696 0.008 0.018 -0.011 0.292
H -0.346 -5.231 -2.802 -0.051 0.106 -0.147 0.287
H -3.469 0.444 -1.598 0.007 -0.019 -0.043 0.114
N 3.662 -5.007 -3.573 -0.134 -0.144 0.044 -0.398
H -7.794 9.411 -2.111 -0.049 0.007 0.039 0.308
C 4.171 -3.730 -0.402 -0.324 0.228 0.142 -1.025
H -5.728 8.551 -3.186 0.018 -0.004 -0.006 0.335
H 2.409 -5.364 0.252 -0.072 -0.271 0.108 0.654
H 2.679 -2.394 0.294 -0.127 0.227 0.101 -0.048
H -5.342 9.194 -1.590 0.006 0.006 0.004 0.296
H 4.648 -4.668 -0.133 0.087 -0.162 -0.031 0.349
H -10.352 5.068 2.747 0.010 0.014 -0.021 0.344
H -2.318 -5.374 -0.585 0.156 -0.103 0.015 0.270
H 3.924 0.380 0.253 0.016 0.023 -0.017 0.342
H 7.742 0.141 0.694 0.005 -0.038 -0.055 0.235
C 7.286 -4.186 -3.049 0.022 -0.055 -0.022 -0.810
C -4.288 2.169 -0.596 0.053 -0.107 -0.149 -0.526
Br 1.075 -4.666 2.218 -0.046 -0.035 0.062 -0.122
H 6.411 -3.929 -2.450 -0.043 0.002 -0.014 0.038
H 6.070 0.221 2.438 0.080 -0.023 -0.001 0.059
```
Forces are in eV/Å.

Summary:
- LUMO (eV) = 0.145
- 2S+1 = 1
- charge = 0
- orbital gap (eV) = 8.8304
- total energy (Eh) = -5151.9736
- max |F| (hartree/bohr) = 0.0110


Q: Which formula does entry 2 have?
A: C31H55BrI2N6O2Si


Q: Which value of 2S+1 does entry 1 give?
A: 1